Here is a 13-piece molecular cluster, C24H72N2O13 overall in a non-equilibrium geometry from the OMol25 dataset. Energies are from ωB97M-V/def2-TZVPD.

Results
**Total charge**: 0
**Lowest unoccupied orbital energy**: -0.15 eV
**Energy above the lowest of the compared OMol25 structures with the same formula, charge and spin**: 121.4 kJ/mol
**E_HOMO**: -0.301 hartree
**HOMO-LUMO gap**: 8.04 eV

Each line ends with the Löwdin charge.
Atoms and positions in Å:
C -16.68 -10.09 -30.48  -0.066
C -17.75 -10.70 -31.35  -0.295
O -18.02 -9.79 -32.42  -0.087
H -16.41 -10.71 -29.62  0.053
H -16.93 -9.16 -29.97  0.068
H -15.84 -9.88 -31.15  0.089
H -18.66 -10.88 -30.76  0.105
H -17.48 -11.68 -31.74  0.083
H -18.90 -9.99 -32.77  0.043
C -18.52 -8.19 -25.90  -0.077
C -19.26 -8.78 -27.08  -0.337
O -19.84 -10.06 -26.95  -0.058
H -18.18 -7.19 -26.19  0.049
H -17.63 -8.75 -25.61  0.047
H -19.10 -8.09 -24.98  0.084
H -18.58 -8.80 -27.94  0.095
H -20.01 -8.08 -27.45  0.104
H -19.16 -10.73 -26.80  0.074
C -11.25 -10.34 -28.92  -0.067
C -12.66 -9.94 -28.44  -0.295
O -13.67 -10.67 -29.13  -0.110
H -10.98 -9.66 -29.72  0.071
H -11.30 -11.38 -29.25  0.073
H -10.50 -10.27 -28.13  0.069
H -12.77 -8.86 -28.56  0.108
H -12.82 -10.19 -27.39  0.106
H -14.50 -10.53 -28.66  0.030
C -15.51 -5.34 -26.36  -0.042
C -16.16 -4.88 -27.66  -0.492
C -16.12 -6.05 -28.69  -0.130
C -17.08 -5.80 -29.81  -0.175
C -18.48 -5.68 -29.22  -0.138
C -18.67 -4.53 -28.24  -0.512
N -17.57 -4.61 -27.28  -0.108
O -17.71 -3.71 -26.21  -0.011
C -18.88 -3.25 -29.02  -0.030
C -19.98 -4.89 -27.49  -0.030
C -15.38 -3.71 -28.25  -0.027
H -16.13 -6.11 -25.89  0.068
H -15.47 -4.52 -25.64  0.080
H -14.47 -5.68 -26.45  0.085
H -15.10 -6.28 -29.02  0.125
H -16.39 -6.96 -28.14  0.104
H -17.07 -6.54 -30.62  0.100
H -16.83 -4.89 -30.38  0.106
H -18.68 -6.63 -28.72  0.093
H -19.21 -5.59 -30.04  0.128
H -19.89 -3.10 -29.41  0.085
H -18.78 -2.35 -28.41  0.087
H -18.12 -3.13 -29.80  0.077
H -20.32 -4.15 -26.76  0.081
H -20.75 -4.99 -28.25  0.088
H -19.88 -5.81 -26.91  0.060
H -14.33 -4.01 -28.29  0.087
H -15.53 -2.77 -27.72  0.088
H -15.68 -3.47 -29.27  0.072
H -18.30 -4.14 -25.58  0.100
C -19.58 -12.19 -35.26  -0.014
C -19.60 -13.48 -34.44  -0.503
C -18.18 -13.71 -33.89  -0.128
C -18.07 -14.78 -32.82  -0.176
C -19.00 -14.46 -31.68  -0.137
C -20.48 -14.27 -32.11  -0.503
N -20.49 -13.40 -33.27  -0.110
O -21.83 -13.07 -33.64  -0.019
C -21.01 -15.69 -32.36  -0.034
C -21.19 -13.57 -30.95  -0.023
C -20.00 -14.63 -35.39  -0.018
H -20.46 -12.06 -35.89  0.094
H -18.73 -12.15 -35.93  0.099
H -19.48 -11.33 -34.60  0.062
H -17.61 -14.00 -34.78  0.123
H -17.83 -12.73 -33.55  0.095
H -17.10 -14.89 -32.33  0.112
H -18.14 -15.79 -33.24  0.110
H -18.72 -13.52 -31.19  0.100
H -18.88 -15.25 -30.93  0.127
H -20.36 -16.40 -32.87  0.071
H -21.11 -16.30 -31.44  0.085
H -22.02 -15.73 -32.79  0.084
H -21.27 -14.25 -30.10  0.090
H -20.56 -12.72 -30.67  0.069
H -22.19 -13.22 -31.16  0.085
H -19.79 -15.55 -34.84  0.070
H -19.32 -14.66 -36.24  0.092
H -21.01 -14.54 -35.79  0.083
H -22.10 -13.76 -34.26  0.092
O -16.06 -10.28 -27.04  -0.037
H -16.16 -9.59 -26.37  0.027
H -16.25 -11.11 -26.58  0.060
O -15.29 -11.88 -33.88  -0.065
H -15.19 -12.31 -33.01  0.014
H -15.09 -12.57 -34.52  0.064
O -13.30 -9.56 -33.63  -0.060
H -12.42 -9.96 -33.58  0.027
H -13.90 -10.28 -33.36  -0.007
O -17.17 -7.21 -33.33  -0.073
H -17.47 -8.05 -32.93  -0.006
H -17.95 -6.65 -33.31  0.022
O -14.39 -12.65 -31.39  -0.049
H -14.02 -11.95 -30.82  0.031
H -14.78 -13.27 -30.77  0.057
O -20.30 -8.80 -34.81  -0.064
H -20.68 -7.91 -34.81  0.037
H -20.58 -9.20 -33.97  -0.011
O -20.97 -10.49 -32.58  -0.053
H -21.35 -10.55 -31.70  0.062
H -20.93 -11.42 -32.91  0.029
O -16.13 -9.39 -35.05  -0.068
H -16.09 -10.27 -34.63  -0.017
H -17.00 -9.35 -35.46  0.026